# 1
This record from the OMol25 dataset describes a molecular structure, C10H17N3S. The level of theory is ωB97M-V with the def2-TZVPD basis set.

```
31
Properties=species:S:1:pos:R:3:nbo_charge:R:1
C 1.9140 -0.2224 -0.8887 0.170
H -3.4366 0.6343 0.1378 0.210
C 0.2676 0.7747 1.1390 -0.038
H 3.7325 -1.1272 -4.1264 0.428
S 1.6903 1.5607 -2.8178 0.292
C -1.8014 -0.2646 1.6716 -0.212
H -1.3005 0.5355 -0.2360 0.367
H 1.0321 -1.7773 0.5020 0.243
C 1.4155 -0.1145 1.5419 -0.428
H 3.3249 0.5280 -4.9625 0.414
H -1.2523 -0.6034 2.8560 0.224
C 0.7484 1.7668 0.0424 -0.451
C 1.2998 0.9967 -1.1231 -0.227
N -0.7730 -0.0469 0.5502 -0.673
C -4.0058 -0.3400 0.6441 -0.586
H 1.1994 -0.7597 2.5126 0.219
H -0.3841 1.4103 1.9682 0.205
H 1.4892 2.3592 0.6957 0.224
H -0.1256 2.5596 -0.2151 0.213
C -2.9425 -1.2678 1.1232 -0.520
C 1.7955 -0.8888 0.4101 -0.469
H 2.3250 0.3924 1.9110 0.217
H -2.4153 0.9467 1.9698 0.162
H -2.5419 -1.8690 0.2890 0.227
H 2.8269 -1.4415 0.4198 0.241
N 3.3817 -0.1598 -4.1490 -0.830
N 2.8225 -0.6944 -1.9603 -0.524
H -4.7569 -0.9606 -0.3478 0.206
H -5.0075 -0.0501 1.6647 0.215
C 2.8088 0.2050 -2.9654 0.253
H -3.3309 -2.0820 1.7430 0.224
```

- HOMO: -0.2865 Ha
- Spin multiplicity: 1
- Kohn-Sham gap: 8.4033 eV
- Largest force on an atom: 6.8 eV/A
- Relative energy (zero: lowest compared OMol25 entry of this formula, charge and spin): 145.9 kcal/mol
- E_tot: -25944.6399 eV
- LUMO energy: 0.02233 Eh

***

# 2
This record from the OMol25 dataset describes a molecular structure, C24H28BrN7O2S2SiTc. The level of theory is ωB97M-V with the def2-TZVPD basis set.

```
66
Properties=species:S:1:pos:R:3:nbo_charge:R:1
H 5.9339 -0.2756 2.5823 0.424
N -1.8841 0.5325 -1.1630 -0.461
C -1.2758 -1.8684 1.8244 -0.274
H -3.2551 -1.9008 -1.7163 0.251
H 1.7552 0.0351 -4.0590 0.252
C 5.1170 0.7435 -2.6023 -0.192
H 0.4681 1.9235 3.6677 0.263
H -0.9714 0.8200 5.3989 0.454
H -4.3754 1.8706 -2.7966 0.257
C -2.5981 -2.7326 3.6667 -0.186
H -0.8924 -1.9679 0.8096 0.207
H 4.7302 2.8573 -2.6208 0.242
C -0.9460 -0.8012 2.6521 0.148
H -5.5957 1.8798 -1.5246 0.273
H -3.0885 0.0459 -3.3634 0.232
Tc 0.6187 0.5001 0.5249 0.954
H 0.2589 -0.2732 -5.9657 0.246
N 2.8090 0.7008 4.7257 -0.322
C -1.4176 -0.7151 3.9502 0.098
Si -3.8087 0.3764 -0.9050 1.785
H 5.1997 -1.4050 -2.5503 0.240
C -4.1499 -1.2745 -1.6858 -1.159
C 2.4968 0.4641 -1.9119 0.335
H -5.3361 0.0616 0.8654 0.269
S 2.2012 -1.9168 3.8634 0.210
C -2.0216 0.0270 -3.5001 -0.208
Br 1.3039 2.7823 0.8723 -0.201
H 6.1559 0.8533 -2.8827 0.242
H -2.3913 -3.6876 1.7492 0.240
N 4.2706 1.3648 1.6086 -0.741
C 2.9808 1.7363 -2.1023 -0.282
C -1.5244 -0.1658 -4.7725 -0.171
H -2.6311 -1.6129 5.5062 0.249
O -1.8397 1.7096 0.6397 -0.339
C -0.0890 1.0122 3.5272 0.317
S 2.6972 -0.7828 1.1730 -0.125
C 4.3199 1.8708 -2.4517 -0.184
C 0.1813 0.2025 -2.6237 0.227
H -4.0443 1.1133 1.4670 0.267
N -0.8469 0.4484 4.4690 -0.483
C -1.1957 0.2250 -2.3941 0.124
C -2.1100 -2.8343 2.3513 -0.174
C -4.5190 1.8556 -1.7168 -1.168
H 2.8040 -1.6563 -1.9319 0.244
C 4.5823 -0.5273 -2.4146 -0.179
C -2.2611 -1.6769 4.4918 -0.195
H -4.0891 2.7677 -1.2979 0.269
C 4.1221 0.0614 1.6950 0.393
H 3.5016 1.9384 1.2824 0.437
H -4.8918 -1.7867 -1.0683 0.266
C 3.2474 -0.6779 -2.0648 -0.283
H -3.2494 -3.5089 4.0445 0.246
C 0.6890 0.0348 -3.8986 -0.242
H 5.0819 1.8273 1.9918 0.422
H -4.5545 -1.2259 -2.6973 0.258
N -0.1148 0.3019 2.4148 -0.516
C 2.5550 -0.3929 4.4265 -0.027
C -4.2531 0.2318 0.8683 -1.155
H 4.9592 -1.6753 2.3092 0.436
H -3.7876 -0.6433 1.3276 0.250
N 5.0991 -0.6845 2.1910 -0.741
N -1.2081 1.0280 -0.1481 0.216
H 2.3340 2.5963 -1.9940 0.250
O 1.1087 0.3261 -1.5393 -0.566
H -2.2073 -0.3086 -5.5982 0.245
C -0.1583 -0.1475 -4.9764 -0.164
```

- HOMO (alpha / beta): -0.5202 / -0.5218 Ha
- Spin multiplicity: 4
- Net charge: +2
- Kohn-Sham gap (alpha / beta): 6.8874 / 6.2650 eV
- <S²>: 3.78
- Largest force on an atom: 1.3 eV/A
- Relative energy (zero: lowest compared OMol25 entry of this formula, charge and spin): 0.0 kcal/mol
- E_tot: -141643.6417 eV
- LUMO energy (alpha / beta): -0.26714 / -0.29159 Eh

***

# 3
This record from the OMol25 dataset describes 4 unconnected molecules or ions with the total composition CH12NO3. The level of theory is ωB97M-V with the def2-TZVPD basis set.

```
17
Properties=species:S:1:pos:R:3:nbo_charge:R:1
H 3.0048 2.3744 0.8201 0.486
O 2.0809 2.4088 1.0899 -0.973
H -0.0715 -3.1071 -1.7074 0.496
O -0.4587 -2.2230 -1.6618 -0.974
H -0.5755 -2.0122 -2.5972 0.484
H 0.7028 -0.6142 -0.3989 0.437
H 0.6910 0.9516 -0.2100 0.444
H -3.0135 0.5253 -1.2785 0.503
H 1.3003 -0.2449 1.8338 0.231
H 1.9266 3.3429 1.2670 0.492
O -2.3465 -0.0876 -0.9388 -0.962
H -0.7779 0.0985 -0.2514 0.472
H -0.2677 0.6204 2.1220 0.237
H -2.4365 -0.8662 -1.5032 0.501
H -0.2073 -1.1281 1.7299 0.227
N 0.1981 0.1165 0.1106 -0.694
C 0.2506 -0.1551 1.5737 -0.407
```

- HOMO: -0.5686 Ha
- Spin multiplicity: 1
- Net charge: +1
- Kohn-Sham gap: 12.4685 eV
- Largest force on an atom: 0.9 eV/A
- Relative energy (zero: lowest compared OMol25 entry of this formula, charge and spin): 8.4 kcal/mol
- E_tot: -8858.7312 eV
- LUMO energy: -0.11035 Eh

***

# 4
This record from the OMol25 dataset describes a single C19H26N2O2 molecule. The level of theory is ωB97M-V with the def2-TZVPD basis set.

```
49
Properties=species:S:1:pos:R:3:nbo_charge:R:1
N -1.1324 -0.9800 0.6551 -0.454
H -2.2382 -3.4437 1.0243 0.211
C -1.6533 2.4736 -1.6972 -0.210
H 1.5723 -2.5951 -1.7346 0.197
H 4.6873 -0.0636 -1.7878 0.198
C -1.2069 3.6917 -1.2115 -0.183
C -0.5132 3.7478 -0.0144 -0.224
H -3.1030 -1.3656 2.2622 0.215
H 0.9789 -1.9601 0.6322 0.246
H -0.7370 -3.4596 0.1119 0.203
C -1.8178 -3.5259 0.0284 -0.594
O 3.1741 -1.3863 -1.8424 -0.523
H 2.6395 -2.6059 0.5048 0.197
H -0.1608 4.6962 0.3626 0.217
H -1.4021 4.5966 -1.7682 0.214
C 3.7092 -0.1890 -1.3217 -0.077
C -2.1785 -0.9911 -0.3411 0.110
C 3.8358 -0.2573 0.2026 -0.258
C -2.3482 -2.4290 -0.8885 -0.398
H -1.8239 -2.5072 -1.8443 0.198
C -3.9171 -1.2969 1.5452 -0.611
H -2.1937 2.4273 -2.6322 0.211
H 3.0625 0.6598 -1.5935 0.168
H 0.2594 0.7514 2.8010 0.247
H -1.0225 -0.4585 -2.0903 0.217
C -0.7125 1.3632 0.2223 -0.089
H -4.2216 -2.3002 1.2611 0.201
C -3.4805 -0.4908 0.3292 -0.397
C 0.5144 0.0214 2.0306 -0.545
N 2.5352 -0.5537 0.7726 -0.436
C -1.8453 -0.0343 -1.5013 -0.433
C 1.9084 -1.6573 -1.2896 -0.075
H 4.5354 -1.0533 0.4795 0.195
C 1.9750 -1.7746 0.2388 -0.263
C 1.9164 0.3677 1.5420 0.698
C -0.2672 2.5913 0.7034 -0.177
H 0.4928 -0.9746 2.4734 0.245
H -4.7627 -0.8084 2.0251 0.211
H 4.1782 0.6956 0.6068 0.252
C -0.5038 0.0893 0.9236 0.297
H -4.2763 -0.4967 -0.4197 0.202
O 2.4578 1.4129 1.8517 -0.640
H -3.4074 -2.6017 -1.0869 0.202
H -2.0739 -4.5001 -0.3833 0.205
C -1.4151 1.3084 -0.9892 0.004
H 0.2806 2.6509 1.6298 0.234
H -2.7067 0.0638 -2.1643 0.223
H -3.3193 0.5469 0.6344 0.207
H 1.2045 -0.8525 -1.5536 0.161
```

- SMILES: CCC1(CC)Cc2ccccc2C(CC(=O)N2CCOCC2)=N1
- HOMO: -0.3288 Ha
- Spin multiplicity: 1
- Kohn-Sham gap: 9.3803 eV
- Largest force on an atom: 0.8 eV/A
- Relative energy (zero: lowest compared OMol25 entry of this formula, charge and spin): 33.4 kcal/mol
- E_tot: -27200.7988 eV
- LUMO energy: 0.01588 Eh

***

# 5
This record from the OMol25 dataset describes a molecular structure, C3H4LaLiO3. The level of theory is ωB97M-V with the def2-TZVPD basis set.

```
12
Properties=species:S:1:pos:R:3:nbo_charge:R:1
O 0.3175 -1.5182 0.0690 -0.667
H -2.5327 -0.9526 -0.8530 0.240
Li -2.5537 1.8592 0.3716 0.986
O 4.1428 1.7210 -0.1619 -0.649
O -1.4703 0.4287 0.2970 -1.090
C -0.8600 -1.8617 0.0111 0.474
C 2.9524 2.1487 -0.5245 0.096
C -1.9540 -0.8495 0.0885 -0.196
H -1.1182 -2.8888 -0.3006 0.205
H -2.6371 -1.1977 0.8909 0.238
La 0.8682 0.7755 0.5421 1.822
H 4.8450 2.3354 -0.4301 0.542
```

- HOMO (alpha / beta): -0.5804 / -0.4895 Ha
- Spin multiplicity: 1
- Net charge: +2
- Kohn-Sham gap (alpha / beta): 7.6036 / 5.2052 eV
- Largest force on an atom: 3.1 eV/A
- Relative energy (zero: lowest compared OMol25 entry of this formula, charge and spin): 21.0 kcal/mol
- E_tot: -10363.6284 eV
- LUMO energy (alpha / beta): -0.30095 / -0.29819 Eh

***

# 6
This record from the OMol25 dataset describes a molecular structure, C22H22N3Se2SnTe2. The level of theory is ωB97M-V with the def2-TZVPD basis set.

```
52
Properties=species:S:1:pos:R:3:nbo_charge:R:1
C 2.4044 -0.2496 0.1397 0.072
C -1.7873 -1.8645 -0.2386 0.212
C 2.1669 0.2090 2.6273 -0.644
H 1.1389 1.5614 -0.0701 0.434
C -1.7260 -4.2681 -0.2005 -0.186
Te 3.9674 -4.8435 1.9674 0.212
H 0.3053 2.2345 -2.5840 0.225
H 4.9134 0.4797 -2.0134 0.230
C 4.2274 0.7572 1.2927 -0.197
C 0.0376 -0.1099 -0.0228 0.691
C -3.9852 -0.6246 -0.5387 -0.654
H 2.6402 -0.5269 -1.9682 0.234
C -2.8502 4.1192 -0.0330 -0.186
C 0.2197 3.2015 -2.0851 -0.638
H -3.6304 4.8682 -0.0445 0.231
C -1.8624 4.1373 -1.0059 -0.181
N 1.1097 -0.8864 0.1087 -0.730
H -3.6702 -0.0151 -1.3915 0.223
H 1.5908 1.1321 2.7328 0.227
H -1.7746 1.4624 1.7610 0.225
H -5.0368 -0.8587 -0.6856 0.246
H 2.8412 0.1448 3.4797 0.238
H -3.6058 -5.2630 -0.4486 0.233
C -1.8228 2.1996 0.9682 -0.249
Se 1.6349 -3.8692 2.4684 -0.397
C -1.0582 -3.0460 -0.1341 -0.495
Te 4.5317 -3.3704 -0.2123 0.191
Sn 1.0122 -2.9892 0.2255 1.438
C 2.9435 0.2156 1.3403 -0.009
H -1.8774 4.9020 -1.7724 0.225
N 0.1853 1.2312 -0.0363 -0.611
H 5.9303 1.2724 0.1064 0.230
H -4.8760 -3.1570 -0.6401 0.224
C -0.8571 2.2079 -0.0322 0.161
N -1.2128 -0.5696 -0.1894 -0.607
C 3.0976 -0.1467 -1.0628 -0.232
H 4.6752 1.1160 2.2116 0.226
C 4.9351 0.8478 0.1055 -0.189
H 0.0034 3.9557 -2.8385 0.237
H -1.1674 -5.1923 -0.1092 0.223
H 1.4761 -0.6288 2.6877 0.224
C -0.8511 3.1830 -1.0311 -0.039
H -3.9123 -0.0077 0.3612 0.224
H 1.1985 3.4385 -1.6590 0.223
Se 2.3862 -3.9294 -1.5273 -0.358
H -3.5852 3.1425 1.7336 0.230
C 4.3681 0.4046 -1.0823 -0.202
C -3.0924 -4.3134 -0.3886 -0.207
H -1.8852 0.1738 -0.3118 0.439
C -2.8311 3.1500 0.9583 -0.207
C -3.8032 -3.1265 -0.4962 -0.159
C -3.1801 -1.8916 -0.4223 -0.050
```

- HOMO: -0.3873 Ha
- Spin multiplicity: 1
- Net charge: +1
- Kohn-Sham gap: 7.0433 eV
- Largest force on an atom: 1.2 eV/A
- Relative energy (zero: lowest compared OMol25 entry of this formula, charge and spin): 0.0 kcal/mol
- E_tot: -178749.6690 eV
- LUMO energy: -0.12850 Eh

***

Repeat the third record exactly.
This record from the OMol25 dataset describes 4 unconnected molecules or ions with the total composition CH12NO3. The level of theory is ωB97M-V with the def2-TZVPD basis set.

```
17
Properties=species:S:1:pos:R:3:nbo_charge:R:1
H 3.0048 2.3744 0.8201 0.486
O 2.0809 2.4088 1.0899 -0.973
H -0.0715 -3.1071 -1.7074 0.496
O -0.4587 -2.2230 -1.6618 -0.974
H -0.5755 -2.0122 -2.5972 0.484
H 0.7028 -0.6142 -0.3989 0.437
H 0.6910 0.9516 -0.2100 0.444
H -3.0135 0.5253 -1.2785 0.503
H 1.3003 -0.2449 1.8338 0.231
H 1.9266 3.3429 1.2670 0.492
O -2.3465 -0.0876 -0.9388 -0.962
H -0.7779 0.0985 -0.2514 0.472
H -0.2677 0.6204 2.1220 0.237
H -2.4365 -0.8662 -1.5032 0.501
H -0.2073 -1.1281 1.7299 0.227
N 0.1981 0.1165 0.1106 -0.694
C 0.2506 -0.1551 1.5737 -0.407
```

- HOMO: -0.5686 Ha
- Spin multiplicity: 1
- Net charge: +1
- Kohn-Sham gap: 12.4685 eV
- Largest force on an atom: 0.9 eV/A
- Relative energy (zero: lowest compared OMol25 entry of this formula, charge and spin): 8.4 kcal/mol
- E_tot: -8858.7312 eV
- LUMO energy: -0.11035 Eh

***

Q: Which of these has the highest spin multiplicity?
A: C24H28BrN7O2S2SiTc